(1)
ORCA calculation (ωB97M-V/def2-TZVPD) on C5H8N2 in the gas phase.

Atoms and positions in Å:
C (-1.277, -0.701, 0.599)
C (-0.536, 0.190, -0.408)
C (0.127, 1.419, 0.307)
N (1.587, 1.239, 0.457)
C (1.859, 0.047, 0.308)
C (1.492, -1.057, -0.328)
N (0.406, -0.639, -1.191)
H (-1.441, -1.702, 0.184)
H (-0.712, -0.812, 1.530)
H (-2.253, -0.271, 0.854)
H (-1.261, 0.604, -1.117)
H (-0.407, 1.623, 1.238)
H (0.049, 2.311, -0.319)
H (1.661, -2.094, -0.079)
H (0.706, -0.158, -2.035)


(2)
ORCA calculation (ωB97M-V/def2-TZVPD) on 2 unconnected molecules or ions with the total composition C6H11O at a distorted geometry.

Atoms and positions in Å:
C (-3.535, -0.398, 0.453)
O (-4.519, 0.077, -0.354)
C (-2.108, -0.718, -0.170)
C (1.250, -0.004, 0.751)
C (1.875, 0.324, -0.392)
C (1.718, 0.656, -1.703)
C (3.082, 0.181, 0.485)
H (-3.877, -1.145, 1.315)
H (-3.163, 0.443, 1.258)
H (-1.874, -1.792, 0.090)
H (-1.236, -0.028, 0.195)
H (1.082, 0.624, 1.683)
H (-2.146, -0.374, -1.195)
H (2.589, 0.884, -2.267)
H (0.648, 0.751, -2.060)
H (3.167, -0.728, 1.101)
H (3.134, 1.117, 1.075)
H (3.915, 0.129, -0.265)

The net charge is -1.


(3)
ORCA calculation (ωB97M-V/def2-TZVPD) on 2 unconnected molecules or ions with the total composition C3H10OS at a distorted geometry.

Atoms and positions in Å:
C (-2.099, -1.739, 0.247)
C (-1.420, -1.529, -1.198)
S (0.395, -1.275, -0.996)
C (0.484, 0.576, -0.882)
H (-1.989, -0.708, 0.694)
H (-1.750, -2.491, 0.996)
H (-3.109, -1.980, 0.285)
H (-1.751, -0.596, -1.666)
H (-1.753, -2.424, -1.780)
H (0.154, 1.144, -1.916)
H (0.021, 0.961, 0.004)
H (1.586, 0.955, -0.699)
O (4.019, 2.885, 2.552)
H (3.333, 3.424, 2.769)
H (3.878, 2.797, 1.591)


(4)
ORCA calculation (ωB97M-V/def2-TZVPD) on 2 unconnected molecules or ions with the total composition C4H10NS at a distorted geometry.

Atoms and positions in Å:
C (-2.121, -1.039, -0.590)
C (-1.960, -0.462, 0.730)
C (1.623, -0.770, 0.094)
C (0.933, 1.524, -0.119)
N (0.859, 0.285, 0.601)
S (-2.728, 0.687, -0.176)
H (-1.451, -0.854, -1.446)
H (-2.913, -1.581, -1.017)
H (-1.874, -0.781, 1.653)
H (2.685, -0.475, 0.217)
H (1.624, -1.720, 0.630)
H (1.352, -0.912, -1.088)
H (0.425, 2.354, 0.518)
H (2.006, 1.814, -0.432)
H (0.399, 1.475, -1.067)
H (1.141, 0.454, 1.493)

The net charge is +1.


(5)
ORCA calculation (ωB97M-V/def2-TZVPD) on 5 unconnected molecules or ions with the total composition C38H66F5N3O11PSSi at a distorted geometry.

Atoms and positions in Å:
C (-2.270, 0.142, -0.556)
Si (-1.735, -0.689, -2.166)
C (-2.843, -2.156, -2.633)
C (0.078, -1.220, -2.007)
C (0.275, -2.408, -0.999)
C (1.534, -3.184, -1.405)
F (1.324, -3.913, -2.492)
F (2.484, -2.251, -1.790)
N (2.203, -3.975, -0.340)
C (3.108, -3.175, 0.417)
N (4.337, -3.220, 0.034)
C (5.466, -2.470, 0.584)
C (5.681, -1.059, -0.098)
C (6.429, -0.164, 0.861)
F (6.027, 1.108, 1.118)
C (7.553, -0.607, 1.538)
F (8.774, -0.260, 1.190)
F (7.536, -1.412, 2.583)
N (2.661, -2.349, 1.463)
C (2.567, -0.914, 1.158)
O (3.470, -0.105, 1.867)
C (2.840, 0.743, 2.796)
O (2.499, 0.049, 3.967)
C (1.400, 0.648, 4.651)
C (1.711, 2.016, 5.279)
O (0.554, 2.476, 5.964)
C (3.095, -2.687, 2.828)
C (3.373, -4.172, 3.090)
O (4.361, -4.732, 2.665)
O (2.492, -4.893, 3.875)
P (1.122, -4.995, 0.593)
O (0.450, -4.242, 1.831)
O (2.052, -6.198, 1.130)
S (-0.272, -5.779, -0.472)
C (-1.951, 0.556, -3.574)
C (-3.135, 0.629, -4.294)
C (-3.313, 1.535, -5.308)
C (-2.323, 2.433, -5.673)
C (-1.128, 2.344, -4.982)
C (-0.952, 1.437, -3.968)
H (-2.468, -0.643, 0.182)
H (-1.452, 0.811, -0.250)
H (-3.170, 0.735, -0.748)
H (-2.726, -3.019, -1.968)
H (-3.878, -1.789, -2.586)
H (-2.672, -2.433, -3.682)
H (0.397, -1.557, -3.006)
H (0.736, -0.374, -1.764)
H (-0.635, -3.006, -1.072)
H (0.367, -1.929, -0.016)
H (4.546, -3.834, -0.750)
H (6.360, -3.044, 0.311)
H (5.482, -2.405, 1.670)
H (4.751, -0.631, -0.481)
H (6.352, -1.229, -0.950)
H (2.660, -0.726, 0.081)
H (1.545, -0.581, 1.414)
H (1.992, 1.300, 2.361)
H (3.603, 1.493, 3.059)
H (1.134, -0.027, 5.477)
H (0.507, 0.697, 4.004)
H (2.534, 1.931, 6.006)
H (1.984, 2.764, 4.528)
H (0.411, 1.881, 6.710)
H (3.987, -2.146, 3.175)
H (2.301, -2.381, 3.520)
H (2.721, -4.671, 4.792)
H (0.366, -3.288, 1.685)
H (2.654, -6.376, 0.389)
H (-3.974, -0.035, -4.090)
H (-4.253, 1.580, -5.857)
H (-2.494, 3.164, -6.457)
H (-0.343, 3.034, -5.288)
H (0.011, 1.431, -3.454)
C (-5.856, -1.563, 3.414)
C (-4.728, -2.518, 3.777)
C (-3.920, -2.548, 2.489)
O (-4.083, -1.266, 1.870)
C (-5.140, -0.555, 2.529)
H (-6.338, -1.103, 4.276)
H (-6.619, -2.091, 2.838)
H (-4.128, -2.093, 4.587)
H (-5.069, -3.504, 4.088)
H (-4.299, -3.309, 1.799)
H (-2.857, -2.736, 2.663)
H (-4.690, 0.247, 3.124)
H (-5.797, -0.106, 1.784)
C (-4.981, 6.260, -4.081)
C (-5.407, 6.296, -2.620)
C (-5.654, 4.822, -2.331)
O (-4.760, 4.084, -3.169)
C (-4.185, 4.966, -4.141)
H (-4.405, 7.129, -4.394)
H (-5.863, 6.187, -4.724)
H (-4.584, 6.666, -2.003)
H (-6.280, 6.919, -2.431)
H (-6.679, 4.533, -2.590)
H (-5.474, 4.561, -1.287)
H (-3.137, 5.132, -3.867)
H (-4.217, 4.497, -5.124)
C (-2.502, 10.641, -6.805)
C (-3.210, 11.355, -5.663)
C (-4.323, 10.376, -5.326)
O (-3.824, 9.066, -5.628)
C (-2.609, 9.186, -6.376)
H (-1.473, 10.965, -6.956)
H (-3.049, 10.799, -7.738)
H (-2.532, 11.459, -4.812)
H (-3.581, 12.345, -5.925)
H (-5.209, 10.552, -5.944)
H (-4.618, 10.419, -4.276)
H (-1.777, 8.904, -5.721)
H (-2.632, 8.499, -7.223)
C (4.029, -8.130, 4.574)
C (5.364, -7.520, 4.170)
C (5.820, -6.877, 5.470)
O (5.283, -7.670, 6.530)
C (4.314, -8.582, 5.998)
H (3.702, -8.942, 3.926)
H (3.254, -7.361, 4.573)
H (6.060, -8.311, 3.878)
H (5.293, -6.811, 3.349)
H (5.421, -5.858, 5.571)
H (6.906, -6.833, 5.562)
H (4.749, -9.587, 6.017)
H (3.425, -8.578, 6.629)

The net charge is +1.


(6)
ORCA calculation (ωB97M-V/def2-TZVPD) on 8 unconnected molecules or ions with the total composition C28H45BCl2N2O21.

Atoms and positions in Å:
C (0.413, -2.143, 2.219)
C (-0.658, -1.504, 1.363)
Cl (-0.996, 0.177, 1.978)
C (-0.275, -1.319, -0.094)
Cl (-0.217, -2.937, -0.909)
B (-1.240, -0.420, -0.999)
C (-2.799, -0.525, -0.883)
N (-3.357, -1.744, -0.264)
C (-0.533, 0.593, -1.942)
C (-1.261, 1.124, -3.185)
C (-0.338, 1.340, -4.382)
N (0.373, 0.116, -4.743)
H (0.599, -3.166, 1.884)
H (0.108, -2.192, 3.264)
H (1.347, -1.579, 2.148)
H (-1.600, -2.044, 1.426)
H (0.751, -0.945, -0.153)
H (-3.092, 0.349, -0.282)
H (-3.255, -0.337, -1.862)
H (-4.068, -1.519, 0.419)
H (-3.801, -2.315, -0.971)
H (-0.294, 1.423, -1.252)
H (0.455, 0.221, -2.233)
H (-2.064, 0.445, -3.497)
H (-1.755, 2.076, -2.962)
H (-0.954, 1.729, -5.210)
H (0.405, 2.110, -4.151)
H (0.995, 0.308, -5.519)
H (-0.284, -0.593, -5.052)
O (3.616, -0.904, 6.262)
C (2.521, -0.507, 6.005)
O (1.447, -1.272, 5.762)
C (0.278, -0.429, 5.715)
C (0.876, 0.924, 5.373)
O (2.204, 0.802, 5.918)
H (-0.414, -0.797, 4.966)
H (-0.195, -0.442, 6.697)
H (0.951, 1.081, 4.296)
H (0.369, 1.765, 5.837)
O (-4.078, -2.213, -3.559)
C (-4.033, -3.401, -3.564)
O (-3.194, -4.139, -4.322)
C (-3.239, -5.497, -3.869)
C (-4.597, -5.563, -3.188)
O (-4.803, -4.201, -2.794)
H (-3.136, -6.154, -4.727)
H (-2.417, -5.656, -3.169)
H (-5.393, -5.849, -3.877)
H (-4.625, -6.189, -2.301)
O (5.131, 4.683, 9.656)
C (5.018, 3.637, 9.105)
O (5.731, 3.254, 8.020)
C (5.486, 1.865, 7.772)
C (4.146, 1.651, 8.453)
O (4.159, 2.659, 9.472)
H (5.467, 1.691, 6.701)
H (6.285, 1.282, 8.233)
H (3.314, 1.840, 7.777)
H (4.037, 0.676, 8.917)
O (2.071, 1.936, -0.130)
C (2.786, 1.620, 0.762)
O (2.425, 1.547, 2.068)
C (3.484, 0.925, 2.804)
C (4.689, 1.174, 1.912)
O (4.088, 1.280, 0.619)
H (3.550, 1.380, 3.788)
H (3.263, -0.140, 2.903)
H (5.186, 2.117, 2.144)
H (5.411, 0.363, 1.898)
O (-2.783, -0.361, 5.489)
C (-3.093, -0.886, 6.510)
O (-2.650, -0.505, 7.732)
C (-3.395, -1.212, 8.733)
C (-3.885, -2.430, 7.966)
O (-3.921, -1.945, 6.618)
H (-2.733, -1.440, 9.563)
H (-4.214, -0.575, 9.068)
H (-3.181, -3.262, 8.016)
H (-4.881, -2.763, 8.241)
O (-1.815, 4.773, -10.370)
C (-1.948, 4.391, -9.254)
O (-1.368, 4.947, -8.168)
C (-1.922, 4.355, -6.988)
C (-2.455, 3.031, -7.512)
O (-2.708, 3.329, -8.889)
H (-1.138, 4.258, -6.243)
H (-2.718, 5.003, -6.617)
H (-1.704, 2.240, -7.457)
H (-3.379, 2.700, -7.047)
O (2.779, 2.728, -7.722)
C (2.680, 1.648, -8.198)
O (3.327, 1.214, -9.303)
C (3.123, -0.195, -9.442)
C (1.845, -0.418, -8.646)
O (1.891, 0.658, -7.704)
H (3.039, -0.431, -10.499)
H (3.976, -0.717, -9.006)
H (0.950, -0.307, -9.261)
H (1.814, -1.357, -8.101)


Result set for E_tot: -8291.80768 -8440.73850 -16154.48608 -16624.32858 -109047.22043 -101466.03852 eV, one per record in the order listed.
Result set for orbital gap: 8.799 4.632 9.193 6.628 5.917 8.772 eV, one per record in the order listed.
Result set for LUMO energy: 0.35 2.77 0.56 -6.50 -4.55 0.21 eV, one per record in the order listed.